Version i
# CH5PS

A cluster of 2 separate species, CH5PS in total (ωB97M-V/def2-TZVPD, the OMol25 dataset).

Orbital gap (spin up / spin down) ... 8.54 / 7.25 eV

Geometry as XYZ:
```
8
CH5PS ωB97M-V/def2-TZVPD
C 0.031 0.468 -0.936
P -0.278 -0.927 0.194
S 1.686 -1.270 0.941
H 0.695 0.082 -1.773
H 0.491 1.236 -0.348
H -0.798 0.700 -1.628
H -1.178 1.042 1.736
H 1.197 -1.579 2.146
```

Version ii
# CH5PS

The molecule CH5PS (ωB97M-V/def2-TZVPD, the OMol25 dataset).

SMILES ... CPS
Orbital gap ... 9.40 eV

Geometry as XYZ:
```
8
CH5PS ωB97M-V/def2-TZVPD
C -0.005 1.100 -0.454
P 0.402 -0.687 -0.512
S -0.239 -1.210 1.493
H -0.863 1.083 0.203
H -0.040 1.714 -1.328
H 0.762 1.509 0.360
H -0.648 -1.344 -1.577
H 0.632 -2.163 1.816
```

The least stable of them is version i.

Version i
# C39H58LaN6O2P2

A structure of composition C39H58LaN6O2P2 (ωB97M-V/def2-TZVPD, the OMol25 dataset).

Orbital gap ... 4.98 eV
Total charge ... -1

Geometry as XYZ:
```
108
C39H58LaN6O2P2 ωB97M-V/def2-TZVPD
La 0.882 -0.865 -0.413
N 3.029 -2.408 0.688
C 3.513 -3.411 -0.267
C 2.373 -3.878 -1.179
O 2.453 -4.973 -1.710
O 1.414 -3.023 -1.304
H 3.774 -2.004 1.242
H 2.400 -2.870 1.340
H 3.954 -4.294 0.199
H 4.273 -2.951 -0.903
C 0.202 3.419 3.279
P 0.387 2.866 1.530
C 2.124 3.421 1.274
C -0.501 4.264 0.702
C -0.330 4.215 -0.826
P -0.131 2.438 -1.492
C -0.296 2.974 -3.239
C -1.872 1.993 -1.026
H 0.540 4.451 3.416
H 0.781 2.767 3.936
H -0.847 3.357 3.580
H 2.187 4.512 1.338
H 2.487 3.104 0.295
H 2.761 2.984 2.043
H -0.137 5.207 1.126
H -1.559 4.177 0.969
H 0.600 4.730 -1.091
H -1.148 4.746 -1.328
H -1.283 3.422 -3.392
H -0.151 2.166 -3.953
H 0.455 3.744 -3.428
H -2.596 2.696 -1.452
H -1.954 2.039 0.064
H -2.114 0.984 -1.354
C 3.518 -0.892 -2.889
C 2.991 0.359 -3.595
C 3.043 1.560 -2.652
C 1.666 0.074 -4.299
C 1.749 -0.014 -5.683
C 0.679 -0.387 -6.482
C -0.494 -0.740 -5.833
C -0.645 -0.671 -4.456
C -2.018 -1.107 -3.950
C -2.999 0.071 -3.956
C -2.052 -1.840 -2.611
C 0.419 -0.182 -3.611
N 0.234 0.094 -2.298
H 4.521 -0.735 -2.479
H 3.537 -1.750 -3.563
H 2.863 -1.186 -2.070
H 3.700 0.577 -4.400
H 2.373 1.447 -1.800
H 2.738 2.480 -3.158
H 4.064 1.702 -2.281
H 2.704 0.211 -6.152
H 0.767 -0.433 -7.560
H -1.340 -1.092 -6.421
H -2.375 -1.825 -4.697
H -2.598 0.911 -3.388
H -3.969 -0.209 -3.524
H -3.171 0.421 -4.976
H -1.793 -1.142 -1.819
H -1.329 -2.659 -2.583
H -3.050 -2.257 -2.434
C 4.597 0.973 6.231
C 5.317 0.858 5.050
C 4.653 0.641 3.851
C 3.262 0.518 3.791
C 2.552 0.657 4.988
C 3.211 0.880 6.188
C 2.627 0.269 2.469
C 1.429 -0.234 2.144
C 0.514 -0.781 3.153
C 0.812 -1.996 3.790
C -0.072 -2.585 4.681
C -1.281 -1.974 4.991
C -1.590 -0.763 4.378
C -0.720 -0.188 3.466
H 5.107 1.140 7.172
H 6.397 0.940 5.060
H 5.221 0.562 2.929
H 1.472 0.594 4.981
H 2.633 0.987 7.098
H 3.316 0.540 1.657
H 1.769 -2.468 3.592
H 0.189 -3.531 5.143
H -1.962 -2.423 5.703
H -2.522 -0.260 4.617
H -0.977 0.750 2.984
C -5.679 -2.802 -0.738
C -5.698 -1.685 0.301
C -5.295 -0.350 -0.320
C -4.843 -2.054 1.512
N -3.422 -2.163 1.193
C -2.525 -1.211 0.968
N -1.381 -1.781 0.692
N -1.593 -3.119 0.757
N -2.813 -3.356 1.056
H -6.261 -2.522 -1.617
H -6.092 -3.730 -0.336
H -4.661 -3.009 -1.071
H -6.716 -1.590 0.695
H -4.371 -0.437 -0.897
H -5.155 0.432 0.431
H -6.067 -0.006 -1.010
H -5.130 -3.030 1.901
H -4.941 -1.322 2.314
H -2.712 -0.152 1.012
```

Version ii
# C39H58LaN6O2P2

A structure of composition C39H58LaN6O2P2 (ωB97M-V/def2-TZVPD, the OMol25 dataset).

Orbital gap ... 4.80 eV
Total charge ... -1

Geometry as XYZ:
```
108
C39H58LaN6O2P2 ωB97M-V/def2-TZVPD
La 0.068 0.783 0.656
N -0.060 0.970 3.662
C 1.038 1.725 4.256
C 2.251 1.842 3.289
O 3.312 2.241 3.759
O 2.016 1.549 2.079
H -0.945 1.209 4.098
H 0.093 -0.020 3.823
H 1.398 1.308 5.207
H 0.718 2.753 4.448
C 4.812 1.098 0.763
P 3.312 1.770 -0.085
C 4.173 2.054 -1.735
C 3.460 3.536 0.471
C 2.407 4.416 -0.188
P 0.676 3.868 0.207
C 0.529 4.667 1.873
C -0.182 5.128 -0.847
H 5.639 1.805 0.693
H 5.106 0.166 0.277
H 4.581 0.905 1.807
H 5.106 2.607 -1.611
H 3.512 2.614 -2.396
H 4.403 1.100 -2.209
H 4.467 3.900 0.239
H 3.344 3.541 1.555
H 2.510 4.382 -1.277
H 2.521 5.461 0.127
H 1.520 4.749 2.315
H -0.085 4.045 2.520
H 0.071 5.653 1.796
H 0.164 6.137 -0.621
H -1.256 5.071 -0.697
H 0.017 4.906 -1.894
C -2.656 3.709 1.504
C -3.903 2.887 1.197
C -3.953 2.497 -0.281
C -4.013 1.668 2.082
C -5.037 1.655 3.003
C -5.333 0.538 3.769
C -4.625 -0.621 3.489
C -3.588 -0.667 2.580
C -2.981 -2.028 2.321
C -1.634 -2.172 3.033
C -2.847 -2.327 0.830
C -3.118 0.533 1.913
N -2.038 0.605 1.173
H -2.656 4.625 0.912
H -1.778 3.109 1.260
H -2.626 3.979 2.559
H -4.775 3.521 1.409
H -3.102 1.859 -0.517
H -3.927 3.383 -0.917
H -4.866 1.937 -0.481
H -5.640 2.552 3.125
H -6.120 0.547 4.514
H -4.905 -1.539 3.999
H -3.669 -2.768 2.752
H -0.878 -1.592 2.504
H -1.320 -3.214 3.065
H -1.711 -1.809 4.058
H -2.216 -1.566 0.377
H -3.821 -2.310 0.341
H -2.391 -3.304 0.672
C -0.540 -6.357 -2.036
C -1.565 -5.449 -2.255
C -1.370 -4.109 -1.983
C -0.157 -3.636 -1.465
C 0.878 -4.559 -1.296
C 0.683 -5.899 -1.571
C -0.091 -2.221 -1.071
C 0.593 -1.629 -0.069
C 1.519 -2.376 0.788
C 1.137 -3.480 1.565
C 2.039 -4.105 2.405
C 3.352 -3.663 2.489
C 3.748 -2.569 1.731
C 2.846 -1.936 0.900
H -0.685 -7.412 -2.231
H -2.521 -5.794 -2.628
H -2.183 -3.410 -2.140
H 1.836 -4.221 -0.929
H 1.494 -6.599 -1.415
H -0.810 -1.618 -1.631
H 0.122 -3.846 1.495
H 1.709 -4.950 2.997
H 4.059 -4.163 3.138
H 4.763 -2.195 1.802
H 3.146 -1.071 0.319
C -1.068 -1.174 -5.867
C 0.428 -1.442 -5.735
C 0.700 -2.552 -4.724
C 1.189 -0.153 -5.373
N 0.787 0.438 -4.129
C 1.181 0.183 -2.861
N 0.565 1.021 -2.062
N -0.202 1.790 -2.833
N -0.088 1.466 -4.065
H -1.591 -2.091 -6.130
H -1.263 -0.432 -6.639
H -1.477 -0.807 -4.929
H 0.816 -1.755 -6.712
H 0.300 -2.298 -3.746
H 1.768 -2.736 -4.623
H 0.226 -3.477 -5.043
H 1.014 0.599 -6.146
H 2.261 -0.367 -5.321
H 1.881 -0.573 -2.573
```

The least stable of them is version i.

Version i
# CHF2IO

A cluster of 2 separate species, CHF2IO in total (ωB97M-V/def2-TZVPD, the OMol25 dataset).

Orbital gap ... 7.30 eV

Geometry as XYZ:
```
6
CHF2IO ωB97M-V/def2-TZVPD
C 0.376 -0.613 0.218
O 0.616 -0.711 1.440
F 1.122 -1.050 -0.732
F -1.307 -1.688 -0.425
I 1.151 -2.346 2.626
H -0.108 0.264 -0.241
```

Version ii
# CHF2IO

A cluster of 2 separate species, CHF2IO in total (ωB97M-V/def2-TZVPD, the OMol25 dataset).

Orbital gap (spin up / spin down) ... 9.38 / 5.23 eV

Geometry as XYZ:
```
6
CHF2IO ωB97M-V/def2-TZVPD
C -1.136 -0.290 0.148
O 1.711 1.209 -0.083
F -2.343 0.297 -0.017
F -1.234 -1.541 -0.025
I 3.236 0.119 0.101
H -0.233 0.206 -0.124
```

The least stable of them is version ii.